[1]
A 2-piece molecular cluster, C2H7NO2S overall at a distorted geometry. Source: OMol25; level of theory: ωB97M-V with the def2-TZVPD basis set.

Output
Orbital gap ... 11.1 eV
HOMO level ... -10.4 eV
SMILES ... N=[S@H](=O)O.C=C

Each line ends with the natural charge from an NBO analysis.
Geometry (Å):
C1 -1.345320 -1.305138 -0.945557  -0.50
C2 -0.543105 -0.596958 -1.721615  -0.30
N1 1.237007 2.165036 1.634845  -1.13
O1 -0.324091 0.071193 1.526308  -0.92
O2 1.449461 0.281404 -0.136451  -0.95
S1 1.097118 0.740174 1.180082  2.07
H1 -0.603302 -0.457313 0.759404  0.52
H2 -2.226773 -0.879820 -0.485073  0.20
H3 -1.185073 -2.359197 -0.771146  0.21
H4 -0.707678 0.452634 -1.904060  0.20
H5 0.313140 -1.032885 -2.205353  0.21
H6 0.995456 2.859373 0.954693  0.39
H7 1.843157 0.061497 2.113923  0.00

Atoms 1-3, force components in eV/Å:
-0.3 -0.3 -0.1
-0.2 0.0 -0.1
0.0 -1.1 0.3


[2]
C7H17BrO7PZr as an isolated structure at a distorted geometry. Source: OMol25; level of theory: ωB97M-V with the def2-TZVPD basis set.

Output
Total charge ... +3
Orbital gap ... 1.3 eV
HOMO level ... -16.3 eV

Each line ends with the natural charge from an NBO analysis.
Geometry (Å):
Zr1 -5.508861 -0.063853 -3.087911  1.87
Br1 -2.242331 1.860617 -0.031491  -0.01
C1 -0.248251 -2.190163 7.297949  -0.60
C2 -0.638991 -0.760423 6.860289  -0.07
O1 -1.286461 -0.122673 7.956349  -0.35
C3 -0.570991 0.417917 9.046259  0.98
O2 0.635889 0.340917 9.238499  -0.42
O3 -1.398601 0.907497 9.888949  -0.40
C4 -0.934061 1.302857 11.174979  -0.29
H1 -0.952261 -2.705363 7.951429  0.25
H2 0.712369 -2.096493 7.804449  0.26
H3 -0.042961 -2.819713 6.432149  0.24
H4 -1.242691 -0.807313 5.953949  0.25
H5 0.295449 -0.285633 6.561149  0.22
H6 -0.602951 0.493837 11.826089  0.23
H7 -1.767591 1.737327 11.726849  0.24
H8 -0.113161 2.018227 11.224579  0.23
C5 -0.555191 -1.531243 -9.120151  -0.26
O4 0.538629 -0.934253 -8.451541  -0.77
P1 0.350329 -0.048793 -7.101791  2.55
O5 -0.888131 -0.180063 -6.315031  -1.06
O6 1.726369 -0.412173 -6.303361  -0.73
C6 2.240629 0.310487 -5.221531  -0.26
O7 0.617189 1.483367 -7.632711  -0.73
C7 1.640479 1.827197 -8.547431  -0.26
H9 -0.473581 -2.614343 -9.211411  0.21
H10 -0.640641 -1.155233 -10.139671  0.21
H11 -1.481651 -1.359303 -8.572221  0.19
H12 2.156829 1.395977 -5.274361  0.20
H13 3.320299 0.173957 -5.160251  0.23
H14 1.700779 -0.012963 -4.331561  0.20
H15 2.075019 2.794797 -8.296391  0.23
H16 1.199229 2.005647 -9.528021  0.23
H17 2.379879 1.029357 -8.617091  0.21

Atoms 1-3, force components in eV/Å:
0.2 0.1 0.0
-0.2 -0.1 -0.2
0.3 -0.8 -0.2


[3]
A 4-piece molecular cluster, CH12N2O3 overall at a distorted geometry. Source: OMol25; level of theory: ωB97M-V with the def2-TZVPD basis set.

Output
Orbital gap ... 9.9 eV
HOMO level ... -9.4 eV
SMILES ... NCN.O.O.O

Each line ends with the natural charge from an NBO analysis.
Geometry (Å):
N1 0.776907 0.629846 -0.537321  -0.86
C1 1.593380 1.646909 0.055225  -0.05
N2 0.878543 2.420903 1.085153  -0.85
H1 0.457978 -0.105369 0.083855  0.36
H2 -0.071368 1.089169 -0.871036  0.37
H3 2.496070 1.198813 0.421167  0.16
H4 1.830469 2.393044 -0.695783  0.18
H5 0.194774 1.828889 1.545014  0.36
H6 1.543403 2.677087 1.806361  0.35
H7 -0.928923 -2.787368 -0.060883  0.49
H8 -1.093879 -2.510268 1.407100  0.47
O1 -1.594652 -2.493519 0.579403  -0.95
H9 1.051800 -1.017642 -1.724001  0.49
H10 0.303332 -1.683181 -2.892429  0.47
O2 0.878286 -1.873854 -2.145896  -0.98
H11 -1.732654 -0.497334 0.619338  0.48
H12 -2.636393 0.054343 1.670547  0.47
O3 -2.038574 0.360074 0.975077  -0.96

Atoms 1-3, force components in eV/Å:
-0.7 -0.1 -1.0
-0.6 0.6 0.3
0.2 -0.3 0.5


[4]
A 2-piece molecular cluster, CH5NO2Si overall at a distorted geometry. Source: OMol25; level of theory: ωB97M-V with the def2-TZVPD basis set.

Output
Orbital gap (alpha / beta) ... 6.8 / 8.3 eV
HOMO level (alpha / beta) ... -7.3 / -9.3 eV

Each line ends with the natural charge from an NBO analysis.
Geometry (Å):
C1 -0.629395 1.085974 -1.125375  -0.02
N1 1.817080 -0.315873 -1.285656  0.24
O1 1.741779 -0.977228 -0.297382  -0.26
O2 -0.912870 0.148944 -0.228082  -0.84
Si1 -0.236921 -0.663179 1.115146  1.21
H1 -0.950262 0.930241 -2.138231  0.15
H2 -0.185695 2.022946 -0.887970  0.15
H3 -0.063606 -2.064203 1.007674  -0.19
H4 0.746879 0.074633 1.792745  -0.21
H5 -1.326989 -0.242254 2.047131  -0.22

Atoms 1-3, force components in eV/Å:
0.5 -0.7 -0.5
-0.1 -2.1 3.1
0.2 2.4 -3.7


[5]
An isolated molecule of C9H17N3O4S at a distorted geometry. Source: OMol25; level of theory: ωB97M-V with the def2-TZVPD basis set.

Output
Orbital gap ... 9.2 eV
HOMO level ... -9.0 eV
SMILES ... CNC(=O)[C@@H](CO)NC(=O)[C@H](CS)NC(C)=O

Each line ends with the natural charge from an NBO analysis.
Geometry (Å):
O1 3.417247 1.593756 1.374178  -0.63
O2 -3.625180 -2.235902 0.665084  -0.64
O3 0.363377 -0.431983 -1.951135  -0.64
O4 -4.199232 -1.533005 -1.669712  -0.74
S1 2.483571 3.519359 -0.890266  0.01
C1 3.592315 0.842459 0.386240  0.70
C2 -2.526053 -1.688688 0.633522  0.66
C3 0.110286 0.187223 -0.907617  0.66
N1 -1.801373 -1.705172 1.736402  -0.59
N2 -1.053323 0.015154 -0.265056  -0.60
N3 2.551063 0.604389 -0.505180  -0.65
C4 4.990958 0.291859 -0.095015  -0.69
C5 -2.194435 -2.366260 2.982589  -0.42
C6 -3.238312 -0.445246 -1.472689  -0.07
C7 0.975463 2.581277 -1.236702  -0.54
C8 -2.008757 -1.034773 -0.631092  -0.17
C9 1.120458 1.213850 -0.373963  -0.13
H1 -4.176414 -1.937012 -0.796153  0.48
H2 1.902783 4.379658 -0.099419  0.12
H3 -0.942543 -1.144132 1.762880  0.40
H4 -1.196646 0.438559 0.569640  0.39
H5 2.747286 0.195468 -1.407128  0.41
H6 5.021015 0.246601 -1.123462  0.21
H7 5.210373 -0.573133 0.444936  0.23
H8 5.741903 1.126628 0.261609  0.24
H9 -2.104523 -1.715374 3.860781  0.21
H10 -1.679938 -3.261763 3.021108  0.21
H11 -3.244794 -2.578082 3.020649  0.24
H12 -2.931437 -0.065460 -2.424602  0.19
H13 -3.787316 0.439661 -1.088106  0.17
H14 0.939215 2.190554 -2.361960  0.24
H15 0.110236 3.130730 -0.918915  0.23
H16 -1.470556 -1.809985 -1.218472  0.27
H17 0.903267 1.528791 0.717014  0.23

Atoms 1-3, force components in eV/Å:
0.7 -2.5 -1.8
-0.2 -0.3 -0.2
-0.1 0.8 1.2


[6]
C12H40AsF6O8 as an isolated structure at a distorted geometry. Source: OMol25; level of theory: ωB97M-V with the def2-TZVPD basis set.

Output
Total charge ... -1
Orbital gap ... 10.2 eV
HOMO level ... -7.4 eV

Each line ends with the natural charge from an NBO analysis.
Geometry (Å):
As1 0.491032 -0.560660 0.004891  2.84
F1 -1.079012 -1.162125 0.470269  -0.64
F2 0.038759 1.012751 0.639169  -0.63
F3 1.990768 0.204919 -0.512293  -0.65
F4 0.846974 -2.089210 -0.756549  -0.62
F5 -0.149040 -0.080612 -1.562689  -0.65
F6 1.203563 -1.050217 1.499354  -0.61
C1 -0.463700 2.426853 4.438293  -0.65
C2 0.093028 1.063953 4.857992  0.09
C3 -0.172623 0.807823 6.327972  -0.63
O1 -0.558264 0.023300 4.149780  -0.72
H1 0.075969 2.990709 3.671114  0.21
H2 -0.446186 3.140213 5.268907  0.20
H3 -1.473853 2.262497 4.057942  0.23
H4 1.160550 1.099435 4.613790  0.16
H5 0.492570 1.357822 7.001573  0.20
H6 0.156291 -0.204276 6.603980  0.21
H7 -1.211056 0.866237 6.645480  0.21
H8 -0.387639 0.125145 3.204546  0.48
C4 -2.616977 -3.105922 -2.351992  -0.63
C5 -2.428276 -2.154188 -3.529950  0.10
C6 -3.229774 -0.864394 -3.453727  -0.64
O2 -1.025134 -1.849089 -3.597346  -0.74
H9 -2.079198 -2.762795 -1.469010  0.22
H10 -2.177491 -4.066915 -2.625191  0.21
H11 -3.670844 -3.282764 -2.114228  0.20
H12 -2.697621 -2.699287 -4.439438  0.16
H13 -2.937331 -0.189737 -4.260438  0.21
H14 -3.030276 -0.354626 -2.507853  0.21
H15 -4.296531 -1.056410 -3.584171  0.20
H16 -0.877824 -1.139947 -2.949496  0.48
C7 -0.446992 2.170379 -3.829909  -0.25
O3 0.423276 2.236481 -2.709248  -0.77
H17 -1.464813 2.234658 -3.421838  0.16
H18 -0.300514 2.967688 -4.548036  0.18
H19 -0.416279 1.168664 -4.268600  0.17
H20 0.291958 1.483203 -2.108024  0.50
C8 0.837655 -5.207908 -2.069754  -0.25
O4 1.690926 -6.076246 -1.315762  -0.75
H21 -0.136339 -5.686364 -2.107775  0.17
H22 0.798602 -4.218723 -1.615771  0.20
H23 1.268194 -5.148108 -3.075905  0.16
H24 2.590951 -5.767381 -1.233829  0.47
C9 0.680160 4.578981 0.275363  -0.27
O5 0.065949 5.125664 -0.895693  -0.75
H25 0.352562 3.530646 0.250711  0.19
H26 1.748269 4.774039 0.196274  0.18
H27 0.160899 4.911454 1.175546  0.17
H28 0.267271 4.528646 -1.624146  0.48
C10 5.066785 -0.226671 -2.375817  -0.24
O6 4.617042 0.482948 -1.251772  -0.74
H29 4.294989 -0.190108 -3.155966  0.16
H30 5.931341 0.273592 -2.809124  0.16
H31 5.273130 -1.281741 -2.181252  0.15
H32 3.663582 0.377020 -1.113022  0.50
C11 -4.248580 -1.257038 1.631859  -0.25
O7 -3.463332 -0.080794 1.429050  -0.74
H33 -5.223892 -1.231607 1.145235  0.16
H34 -3.701781 -2.139326 1.280426  0.17
H35 -4.315278 -1.402265 2.715579  0.17
H36 -2.694010 -0.371505 0.920350  0.49
C12 2.825511 1.697914 2.512309  -0.26
O8 3.393833 2.355525 1.403358  -0.73
H37 3.117560 2.089801 3.484175  0.17
H38 1.729240 1.713173 2.434198  0.17
H39 3.016577 0.617778 2.433315  0.17
H40 2.764697 2.259047 0.682816  0.48

Atoms 1-3, force components in eV/Å:
0.3 0.1 -0.2
0.3 -0.1 -0.1
0.0 -0.6 0.0